1.
A structure of composition C12H16BBr8O10V. Source: OMol25; level of theory: the ωB97M-V functional and the def2-TZVPD basis.

As for the HOMO energy (alpha / beta): -5.67 / -7.29 eV. The value obtained for the max |F| is 4.63 eV Å⁻¹. As for the charge: -1. As for the HOMO-LUMO gap (alpha / beta): 7.2245 / 8.8456 eV. As for the lowest unoccupied orbital energy (alpha / beta): 1.5563 / 1.5598 eV. As for the spin multiplicity: 2.

Each line ends with the Mulliken spin population.
Element x y z (Å)
O -8.8687 17.3447 -17.1684  0.0060
V -8.2842 18.7334 -17.5277  0.9994
O -8.2164 18.8477 -19.1352  0.0043
O -6.8435 24.0400 -11.9835  0.0000
C -7.4689 24.0283 -13.0773  -0.0001
O -8.2852 23.0697 -13.4982  -0.0009
B -8.7097 23.3415 -14.9052  -0.0096
O -8.0620 24.6326 -15.2409  -0.0016
C -7.4188 25.0942 -14.1290  -0.0002
O -6.7369 26.1188 -13.9927  0.0000
O -10.1955 23.3331 -14.9765  0.0011
C -10.6434 22.3787 -15.7261  0.0043
O -11.8339 22.1787 -16.0830  -0.0002
C -9.3932 21.5967 -16.2903  -0.0192
O -8.3551 22.2614 -15.8296  0.0245
O -9.3760 20.7191 -17.1777  -0.0159
Br -9.1961 24.3348 -18.4043  0.0001
C -7.5292 23.5396 -19.0128  0.0017
C -6.3819 24.0806 -18.1634  -0.0009
Br -4.6075 23.3082 -18.5868  -0.0001
H -7.3778 23.7600 -20.0695  0.0001
H -7.6714 22.4638 -18.9106  0.0009
H -6.6233 23.8032 -17.1373  0.0001
H -6.2643 25.1627 -18.2205  0.0001
Br -8.3393 21.1032 -9.1434  0.0001
C -7.2894 20.9544 -10.8143  0.0004
C -7.5110 19.6154 -11.4716  -0.0008
Br -6.9598 19.7884 -13.3191  0.0051
H -6.2230 21.0798 -10.6268  -0.0001
H -7.6513 21.8016 -11.3968  -0.0002
H -8.5255 19.2168 -11.4733  0.0000
H -7.0108 18.7972 -10.9534  0.0000
Br -15.7806 18.6479 -16.4204  0.0000
C -14.5270 20.1190 -16.9420  0.0001
C -13.5282 19.5997 -18.0418  0.0000
Br -12.2584 18.3058 -17.2311  0.0017
H -14.0171 20.4480 -16.0365  -0.0001
H -15.2096 20.8263 -17.4130  0.0000
H -12.8968 20.3774 -18.4714  -0.0001
H -14.0379 19.1826 -18.9104  -0.0001
Br -9.7495 29.6746 -14.7951  0.0000
C -10.9411 28.1280 -15.3153  0.0000
C -10.1995 26.8404 -14.8742  0.0000
Br -10.5440 26.5836 -12.9101  0.0000
H -11.2021 28.2474 -16.3668  0.0000
H -11.8236 28.2998 -14.6991  0.0000
H -9.1282 26.8772 -15.0719  0.0000
H -10.6043 25.9664 -15.3846  0.0000


2.
A cluster of 2 separate species, C12H16BN5O6 in total. Source: OMol25; level of theory: the ωB97M-V functional and the def2-TZVPD basis.

As for the HOMO energy: -9.84 eV. The value obtained for the max |F| is 2.53 eV Å⁻¹. As for the charge: 0. As for the HOMO-LUMO gap: 8.9513 eV. As for the lowest unoccupied orbital energy: -0.8842 eV.

Each line ends with the Löwdin charge.
Element x y z (Å)
C 2.4346 -3.5967 1.8629  -0.1097
C 1.2131 -3.1289 0.9351  -0.2091
C 1.7167 -1.9847 -0.0342  -0.2264
O 0.7038 -1.0686 -0.4536  -0.1657
C 0.3084 -0.1951 0.5986  -0.1439
C -1.1300 -0.6785 1.0843  -0.2462
N -1.9322 -1.1691 0.0991  0.1386
N -3.0977 -1.6052 0.5095  0.1314
C -3.3041 -1.4938 1.8503  -0.2988
O -4.5364 -2.0022 2.2978  0.1481
B -5.0389 -2.9878 1.3923  -0.6871
O -4.3901 -4.1830 1.0257  0.1548
O -6.3439 -2.7683 0.8526  0.1404
N -2.5276 -0.9694 2.8332  0.1318
N -1.3622 -0.5322 2.4214  0.1073
H 3.0117 -2.6982 2.1974  0.0679
H 3.0457 -4.3578 1.3173  0.0728
H 1.9532 -4.0157 2.7952  0.0738
H 0.8131 -3.9796 0.3195  0.1101
H 0.3926 -2.8212 1.6335  0.0918
H 2.1038 -2.4966 -0.9626  0.1314
H 2.6150 -1.4686 0.4212  0.1187
H 0.2270 0.8749 0.2561  0.1051
H 1.0425 -0.1751 1.4525  0.1349
H -4.7294 -4.3719 0.1338  0.1151
H -6.5807 -1.8454 1.0323  0.1028
C 1.6510 4.8388 -3.6823  -0.0705
C 2.6641 3.9372 -3.3753  -0.0644
C 2.6854 3.3106 -2.1366  0.0017
C 1.6833 3.5923 -1.2151  -0.1440
C 0.6708 4.4976 -1.5105  0.0001
C 0.6585 5.1220 -2.7506  -0.0652
N 1.6878 2.9158 0.0814  -0.3570
O 2.6002 2.1428 0.3149  0.0747
O 0.7781 3.1596 0.8523  0.0693
H 1.6343 5.3222 -4.6527  0.1079
H 3.4360 3.7207 -4.1037  0.1088
H 3.4780 2.6102 -1.9069  0.1200
H -0.1080 4.7222 -0.7930  0.1198
H -0.1271 5.8271 -2.9932  0.1087


3.
A cluster of 2 separate species, C12H16Cl2 in total. Source: OMol25; level of theory: the ωB97M-V functional and the def2-TZVPD basis.

As for the HOMO energy: -9.12 eV. The value obtained for the max |F| is 5.27 eV Å⁻¹. As for the charge: 0. As for the HOMO-LUMO gap: 9.8904 eV. As for the lowest unoccupied orbital energy: 0.7706 eV.

Each line ends with the Löwdin charge.
Element x y z (Å)
C -3.3402 -1.8273 -0.1680  -0.1088
C -2.5417 -2.1928 -1.3728  -0.1863
C -3.4969 -0.5780 0.2804  -0.1125
C -1.6516 -1.0781 -1.9176  -0.0925
C 0.4057 -1.9014 0.6023  0.1007
C 1.0096 -0.9459 0.1732  -0.1553
C -2.6527 0.5291 -0.2702  -0.6687
C -1.7800 0.1346 -1.3750  -0.7613
C 2.1281 2.2456 1.6650  -0.1270
C 1.9477 0.0429 -0.3946  -0.2412
C 3.4139 1.7854 0.9368  -0.2387
C 3.1844 0.3430 0.3885  -0.2270
Cl -1.6187 1.2577 1.0535  0.5908
Cl -0.8865 1.4760 -1.9675  0.7094
H -4.0703 -2.5517 0.2241  0.1166
H -3.2179 -2.3540 -2.1788  0.1055
H -4.1538 -0.4280 1.1133  0.0978
H -1.0205 -1.3681 -2.8635  0.1542
H -0.3693 -2.6146 0.7825  0.0244
H -2.1977 -3.1412 -0.9196  0.1171
H -3.1378 1.3857 -0.7660  0.1006
H 2.4780 3.1292 2.1909  0.0588
H 1.2586 2.5768 1.0971  0.0441
H 1.6701 1.4945 2.3687  0.0924
H 2.2789 -0.1705 -1.4346  0.1325
H 1.2630 0.8759 -0.4088  0.0421
H 3.7612 2.5003 0.1548  0.1146
H 4.1894 1.6062 1.6820  0.0958
H 3.1084 -0.3059 1.4172  0.1624
H 4.0390 0.0746 -0.0931  0.0598


4.
A cluster of 2 separate species, C12H16Cl4NO2 in total. Source: OMol25; level of theory: the ωB97M-V functional and the def2-TZVPD basis.

As for the HOMO energy: -13.63 eV. The value obtained for the max |F| is 0.49 eV Å⁻¹. As for the charge: +1. As for the HOMO-LUMO gap: 9.1235 eV. As for the lowest unoccupied orbital energy: -4.5020 eV.

Each line ends with the Löwdin charge.
Element x y z (Å)
C -1.8860 -0.3010 -1.1488  -0.0648
C -0.6850 -1.1596 -1.5474  -0.4125
C -0.6635 -2.4687 -0.7690  -0.0659
C 0.6179 -0.3359 -1.4813  -0.1628
C 1.5750 -0.5991 -0.3034  -0.0993
C 1.1172 0.0401 0.9636  -0.1710
C 0.6544 -0.6238 2.0798  0.0863
C 0.2262 0.0900 3.1863  -0.0570
C -0.3564 -0.6770 4.3376  -0.4930
O -1.3902 -1.2706 4.2088  0.1729
O 0.3786 -0.5935 5.4428  0.1650
C 0.2619 1.4833 3.1826  0.0506
C 0.7284 2.1109 2.0708  0.0055
N 1.1412 1.3863 1.0168  0.1614
H -2.0584 0.4777 -1.8846  0.0346
H -2.7761 -0.9220 -1.0745  0.0859
H -1.7264 0.1609 -0.1715  0.0769
H -0.8115 -1.4371 -2.5943  0.1130
H 0.1535 -3.1211 -1.0745  0.0881
H -1.5844 -3.0143 -0.9652  0.0886
H -0.6201 -2.3175 0.3092  0.0635
H 0.3407 0.7215 -1.4379  0.0802
H 1.1855 -0.4393 -2.4031  0.0997
H 1.7623 -1.6540 -0.1314  0.1226
H 2.5373 -0.1481 -0.5589  0.1353
H 0.6202 -1.7015 2.0706  0.1442
H -0.0751 -1.1090 6.1313  0.1538
H -0.0708 2.0537 4.0347  0.1443
H 0.7913 3.1840 1.9901  0.1504
H 1.4795 1.8889 0.2056  0.1848
C -0.1746 2.0605 -4.7451  -2.0493
Cl -1.1777 2.6790 -3.4219  0.5307
Cl 1.5236 2.0745 -4.2421  0.5208
Cl -0.6622 0.4049 -5.1139  0.5517
Cl -0.3760 3.0769 -6.1620  0.5648


Electronic energy (eV)
-619890.10655, -33112.88255, -37744.09559, -68372.49269